Entry 1:
C35H58N3RuSi2Te as an isolated structure, computed with ωB97M-V/def2-TZVPD.

Results
- E_HOMO (spin up / spin down) (eV) = -16.9 / -16.9
- charge = +3

XYZ file:
```
100
Properties=species:S:1:pos:R:3:forces:R:3
Te -0.830 -2.128 -0.765 0.13 0.17 0.71
Ru -1.474 0.345 -0.689 0.13 -0.29 -0.11
Si -3.254 -4.733 -0.461 -0.19 -0.04 0.05
Si 1.807 -2.886 1.237 0.12 -0.05 0.22
N -3.600 0.290 -0.135 0.06 0.04 -0.15
N 0.456 0.653 -1.414 -0.06 0.16 0.30
N -0.626 1.277 0.859 -0.18 0.08 0.14
C 4.491 1.657 -2.581 0.01 0.02 -0.03
C 1.280 -2.386 -0.545 -0.08 -0.23 -0.26
C -3.454 2.798 -4.129 -0.07 0.04 -0.08
C 1.258 1.376 -0.599 0.17 -0.01 -0.13
C -4.163 1.870 -3.374 -0.02 -0.12 0.10
C -2.097 3.030 -3.906 0.11 -0.03 0.05
C 2.207 0.584 -3.029 -0.04 0.00 0.01
C -3.520 1.163 -2.380 -0.02 -0.03 0.05
C -2.122 1.354 -2.161 -0.09 0.37 -0.26
C -3.271 -6.575 -0.762 0.13 0.25 0.07
C 1.837 4.815 3.426 0.01 0.00 0.04
C -4.217 0.183 -1.491 -0.03 -0.11 0.01
C 4.830 1.214 -4.003 0.02 0.00 0.02
C 0.663 2.692 2.917 -0.05 -0.05 -0.07
C -4.479 -3.836 -1.571 0.18 -0.07 0.12
C 5.425 0.942 -1.591 0.01 0.01 0.00
C -0.618 2.156 3.083 0.01 0.00 -0.04
C 1.402 -1.409 2.338 -0.05 -0.18 -0.23
C 0.645 1.739 0.688 0.02 -0.01 -0.01
C 3.065 1.310 -2.205 -0.05 -0.02 0.02
C 2.547 1.709 -0.966 -0.16 -0.08 -0.02
C -1.217 1.473 2.054 -0.06 -0.16 0.02
C -1.507 -4.172 -1.055 -0.07 0.10 -0.11
C 2.631 2.627 4.392 0.01 0.04 0.02
C 4.680 3.179 -2.471 0.02 -0.01 0.00
C -4.120 1.558 0.456 0.04 0.11 0.08
C 0.836 -4.400 1.763 0.08 0.22 -0.06
C -3.399 -4.281 1.357 0.07 -0.05 -0.20
C 0.925 0.282 -2.609 0.04 -0.03 -0.07
C 1.278 2.449 1.681 -0.04 -0.07 -0.11
C -1.422 2.301 -2.954 0.07 -0.05 -0.05
C 3.648 -3.194 1.094 -0.29 0.06 0.00
C 1.395 3.456 3.996 -0.02 0.03 0.02
C 0.524 3.686 5.230 0.02 -0.01 -0.02
C -4.057 -0.823 0.721 -0.03 -0.07 -0.06
H 5.310 -0.141 -1.648 -0.01 -0.03 -0.01
H -4.073 -0.835 -1.858 -0.01 0.03 0.02
H 1.564 -3.122 -1.298 0.01 -0.07 -0.01
H -5.208 1.571 0.367 0.01 0.02 0.00
H -3.570 -0.765 1.694 0.00 0.00 0.00
H 2.055 -0.561 2.127 0.04 0.03 -0.04
H 1.069 -5.271 1.150 0.02 -0.03 -0.06
H -1.359 -4.334 -2.121 0.03 -0.01 -0.08
H -3.707 2.423 -0.061 -0.03 -0.03 0.03
H 0.986 5.398 3.074 -0.02 0.01 0.00
H 1.088 -4.662 2.791 0.05 0.00 0.05
H -2.917 -5.039 1.975 0.03 -0.04 0.00
H -2.191 1.026 2.178 0.04 0.05 0.01
H 2.522 0.246 -4.004 0.01 0.00 -0.03
H 4.767 0.131 -4.123 -0.01 -0.04 0.00
H -0.377 4.253 4.995 -0.03 0.02 -0.01
H 2.277 2.816 1.506 0.03 0.01 0.00
H -5.444 -3.682 -1.088 -0.04 0.00 0.04
H 1.745 -1.446 -0.825 0.02 0.16 -0.02
H 6.459 1.180 -1.836 0.04 0.01 -0.01
H 1.527 -1.666 3.389 0.04 -0.05 0.06
H -0.696 -4.653 -0.503 0.00 -0.04 0.01
H -2.939 -3.321 1.603 0.02 -0.01 0.00
H 0.241 2.750 5.714 -0.01 -0.04 0.01
H -3.807 -1.773 0.258 -0.03 0.00 -0.03
H 2.349 1.649 4.781 -0.01 -0.03 0.01
H -4.659 -4.413 -2.479 0.00 -0.05 -0.02
H -5.220 1.724 -3.553 -0.03 -0.02 0.01
H 0.362 -1.092 2.208 0.00 -0.01 0.01
H 2.327 5.383 4.215 0.02 0.01 0.01
H 4.086 -3.375 2.075 -0.01 -0.01 0.08
H -4.238 -6.989 -0.476 -0.09 0.02 0.03
H -3.884 1.618 1.515 0.01 -0.01 -0.08
H 3.162 2.284 -0.291 0.02 0.02 0.02
H 4.168 -2.340 0.657 -0.01 0.03 -0.01
H 5.252 1.258 -0.562 -0.01 0.01 0.03
H 4.543 3.544 -1.453 -0.01 0.01 0.03
H 5.696 3.434 -2.768 0.03 0.00 -0.01
H 4.189 1.691 -4.745 -0.03 0.02 -0.02
H 1.087 4.264 5.960 0.01 0.00 0.01
H 3.996 3.715 -3.129 -0.02 0.01 -0.02
H -3.971 3.363 -4.894 0.00 0.00 -0.01
H -1.579 3.779 -4.487 0.04 0.02 0.00
H 0.244 -0.272 -3.244 0.03 0.02 0.02
H 3.318 2.488 3.556 0.02 -0.01 -0.03
H 3.859 -4.069 0.480 -0.01 -0.03 -0.04
H -0.373 2.497 -2.789 -0.02 0.02 0.00
H 2.553 4.712 2.611 0.01 0.00 -0.04
H -1.158 2.269 4.010 -0.01 0.00 0.04
H 3.171 3.156 5.175 0.03 0.01 0.02
H 5.855 1.501 -4.231 0.02 0.01 0.00
H -2.513 -7.089 -0.170 0.04 -0.02 0.03
H -3.110 -6.821 -1.811 0.01 0.02 -0.06
H -5.294 0.364 -1.440 0.01 0.01 0.00
H -4.099 -2.866 -1.896 0.00 0.07 0.00
H -0.244 -4.233 1.743 -0.04 0.02 0.02
H -5.139 -0.769 0.863 -0.01 -0.02 0.01
H -4.443 -4.236 1.667 -0.07 -0.02 -0.01
```
Forces are in eV/Å.

Entry 2:
A 9-piece molecular cluster, C35H58NO15 overall, computed with ωB97M-V/def2-TZVPD.

Results
- E_HOMO (eV) = -11.0
- charge = +1

XYZ file:
```
109
Properties=species:S:1:pos:R:3:forces:R:3
O 1.984 1.684 -3.710 2.72 2.26 0.63
O 0.302 -2.010 2.505 -1.43 0.17 0.64
O -0.390 -4.515 3.614 2.91 11.65 -3.48
O -1.377 -3.425 -1.455 -3.43 -0.52 -2.47
O -1.393 4.289 -5.558 0.67 0.24 -0.90
O 0.138 2.696 5.367 -2.57 -0.72 -3.05
O -1.810 -1.945 -3.809 -0.77 -1.53 1.28
O -4.251 -0.452 2.874 -0.30 -0.75 0.87
O -4.937 -2.864 3.932 -3.63 0.38 0.68
O -6.101 -4.259 -4.475 2.29 0.30 2.40
O -5.930 -5.425 -1.964 -0.41 1.62 -1.52
O -1.914 1.415 0.425 -1.04 0.01 -0.77
O 3.273 0.217 3.622 -0.31 -1.09 -0.17
O 2.067 3.263 0.106 0.45 1.41 -0.39
O 3.585 -4.469 -0.241 -0.82 0.08 0.97
N 1.845 -0.779 -0.966 2.62 -2.01 3.08
C 1.767 5.609 0.325 2.27 -3.17 6.72
C -2.889 -3.748 3.642 7.57 -1.61 -1.07
C 3.562 -4.383 2.105 -2.32 1.15 2.12
C -3.424 -1.457 3.025 8.95 4.60 -3.71
C 0.397 2.362 3.118 4.73 4.68 -2.46
C -0.437 2.601 4.224 0.81 3.27 6.14
C -5.091 -4.034 -3.768 0.20 0.93 -2.21
C -1.386 -3.503 3.352 -3.60 -2.48 1.89
C -1.641 3.063 -1.274 0.26 -2.31 0.44
C -0.372 6.264 -5.902 -0.60 3.51 -1.30
C 3.023 -4.801 0.803 0.51 -1.16 -2.09
C -3.962 -3.176 -4.257 3.50 0.22 4.09
C 1.811 -0.883 5.314 0.10 1.84 -13.47
C -3.849 -2.705 3.485 1.73 -2.91 1.30
C -4.873 -4.635 -2.407 1.92 -1.49 3.57
C 2.367 0.295 -1.808 1.47 2.94 -0.28
C 0.889 3.948 -6.172 -0.66 1.28 -2.90
C 3.048 4.664 -1.511 3.68 -0.30 -3.95
C 2.306 4.407 -0.294 -0.79 -1.36 -0.01
C -0.880 -2.129 2.846 0.22 -2.21 -0.62
C -3.331 1.131 -1.518 -1.65 2.43 -0.53
C -0.377 4.872 -5.959 -1.71 -6.92 3.09
C -2.301 1.803 -0.669 3.01 -0.35 -0.31
C 1.866 -2.071 -1.683 -3.91 -1.35 -2.18
C -2.469 -3.615 -2.117 2.66 1.52 1.27
C 1.879 -5.834 0.701 1.41 -1.82 0.86
C 2.872 -1.007 0.147 -0.40 1.77 5.45
C -1.922 2.912 4.080 0.67 -4.83 1.72
C 0.610 -0.481 -0.287 0.10 3.36 -0.09
C -1.939 -1.190 2.663 -5.15 -0.59 1.69
C 1.470 0.613 -3.029 4.56 0.03 1.83
C -3.501 -4.459 -1.620 -4.94 -1.17 -2.77
C 3.012 -0.002 4.782 -0.50 2.06 1.42
C 3.759 0.966 5.822 -1.75 -1.34 1.21
C -2.748 -2.870 -3.406 -3.49 -0.11 -4.06
H -2.103 -1.458 -4.581 -0.35 -0.05 -0.33
H -1.379 3.143 -2.296 -0.42 -0.46 -1.28
H -0.841 -5.187 3.808 -5.60 -9.08 2.70
H -1.613 -0.204 2.403 -0.40 0.54 -0.33
H 2.212 -6.881 1.178 -0.34 2.27 -1.02
H -6.888 -5.351 -2.508 4.18 0.24 1.29
H -2.310 3.385 4.927 -0.33 0.89 1.24
H 1.438 3.846 -5.259 0.30 0.28 0.67
H 0.660 1.070 -2.812 -6.61 1.33 2.82
H 3.880 5.463 -1.407 -1.50 -1.01 0.30
H 3.166 -0.051 0.839 -1.42 -1.47 -2.12
H 0.903 -2.023 -2.328 1.59 -0.12 0.52
H 1.612 -3.017 -1.108 1.03 1.60 -0.02
H -0.128 -0.140 -0.915 -1.33 0.87 -2.52
H -3.160 -4.785 4.022 0.09 1.72 -0.52
H -0.214 6.659 -4.894 0.30 -0.16 -0.21
H -1.387 6.625 -6.234 1.10 -0.25 0.32
H 3.963 -5.236 2.635 -0.11 -0.32 0.26
H 1.655 5.260 1.472 -1.40 0.97 -2.51
H 0.658 2.820 -6.542 0.30 3.13 0.44
H 0.209 1.398 2.991 -0.75 -4.53 -2.26
H -4.065 -2.774 -5.240 0.01 0.43 -0.42
H 0.263 3.134 2.222 -0.09 -2.26 1.61
H -2.271 3.276 3.209 -0.48 1.91 -3.13
H 1.945 1.564 -4.620 0.05 -0.40 -2.44
H 3.237 0.921 6.876 0.56 0.63 -2.15
H 3.314 -0.142 -2.220 -0.54 0.80 0.47
H 2.496 5.061 -2.526 0.91 -1.42 2.74
H 0.379 6.551 -6.612 0.48 1.27 -0.10
H 3.800 1.984 5.333 0.16 -1.24 0.91
H 2.435 6.377 0.527 1.88 1.36 -0.46
H 1.087 5.983 -0.285 -4.05 1.62 -1.98
H -3.185 1.175 -2.605 0.50 0.07 0.36
H -3.584 0.174 -1.218 -0.10 -2.05 0.77
H -4.954 -0.774 3.462 -1.32 0.51 -0.19
H 1.574 2.365 3.384 -2.86 0.24 -0.29
H -0.829 3.469 -0.749 1.20 -0.07 1.30
H 1.344 -0.181 -3.626 -0.55 -3.18 -2.06
H 2.442 -1.665 1.060 0.74 0.99 -2.75
H -3.106 -4.973 -0.740 -1.24 -0.25 -0.06
H 3.857 -1.280 -0.141 0.36 -0.96 -1.08
H 1.063 -0.174 5.573 -1.45 0.97 -1.10
H 1.006 -5.589 1.300 -0.23 0.35 -0.25
H 0.740 0.389 0.338 0.56 0.22 0.41
H 4.327 -3.645 2.041 0.58 0.49 -0.41
H 2.698 -3.905 2.752 1.53 -1.11 -1.05
H 1.707 -6.016 -0.374 -0.28 0.17 0.64
H -4.298 1.706 -1.389 0.89 -0.34 -0.03
H 3.683 3.685 -1.670 -1.45 1.79 -0.52
H 1.605 -1.710 4.406 0.09 2.17 3.13
H 0.025 -1.114 0.246 -0.25 -3.28 1.78
H 2.629 1.347 -1.139 -1.03 -3.17 -1.82
H -2.478 1.890 4.033 0.95 1.18 0.40
H 1.459 4.685 -6.891 -0.16 -2.41 0.93
H -2.438 3.636 -1.034 -2.57 3.01 0.06
H 1.985 -1.082 6.170 2.92 -4.38 10.79
H 4.719 0.510 6.093 0.17 0.43 -0.63
H 2.723 -2.144 -2.354 0.04 -0.13 0.54
```
Forces are in eV/Å.

For reference, relative energy (zero: lowest compared OMol25 entry of this formula, charge and spin) by record: 0.8647, 4.7565 eV.
For reference, strongest force on any atom by record: 0.01446, 0.26446 Eh/bohr.
For reference, energy by record: -2473.7487, -2550.9143 Eh.